Entry 1:
# C2H9N

A 2-piece molecular cluster, C2H9N overall (ωB97M-V/def2-TZVPD, the Open Molecules 2025 dataset).

Its HOMO-LUMO gap is 11.063 eV. The SMILES is CC.N. The largest force on an atom is 2.12 eV/A. The spin multiplicity is 1. The calculation puts the LUMO energy at 1.3 eV. The total energy is -3709.68005 eV. As for the HOMO energy: -9.74 eV.

```
12
Properties=species:S:1:pos:R:3:forces:R:3
C 3.0131 1.2719 -1.0736 -0.3 -1.6 0.6
C 2.3696 2.3217 -1.9115 -1.4 0.5 -1.6
H 3.4805 0.4506 -1.6249 0.1 0.4 -0.5
H 2.2386 0.7056 -0.5422 0.1 0.4 0.4
H 3.7733 1.5900 -0.3670 -0.1 0.4 0.1
H 1.8636 3.1398 -1.4102 0.7 0.4 0.7
H 2.9977 2.7099 -2.7113 0.2 0.2 0.2
H 1.4638 1.9838 -2.4531 0.6 -0.7 0.0
N -4.7747 -3.2770 2.6384 -1.0 0.5 -1.4
H -5.6116 -3.8232 2.8145 0.8 -0.2 0.7
H -4.0062 -3.2559 3.2820 -0.4 -0.2 0.5
H -5.1217 -2.3566 2.3800 0.6 -0.1 0.2
```
Forces are in eV/Å.

Atomic partial charges in e from the Löwdin method, atoms 1 to 6: -0.185, -0.193, 0.064, 0.065, 0.061, 0.058

=====

Entry 2:
# C15H39MgN4O6

C15H39MgN4O6 as an isolated structure (ωB97M-V/def2-TZVPD, the Open Molecules 2025 dataset).

Its HOMO-LUMO gap is 7.673 eV. Its net charge is +1. The largest force on an atom is 2.84 eV/A. The spin multiplicity is 1. The calculation puts the LUMO energy at -2.3 eV. The total energy is -39873.89196 eV. As for the HOMO energy: -10.00 eV.

```
65
Properties=species:S:1:pos:R:3:forces:R:3
Mg -0.4946 0.5630 -0.0558 -1.2 0.4 -1.0
C -1.0790 0.1619 -3.9060 0.2 0.7 -0.8
C -1.7608 1.1416 -2.9593 -0.3 -1.7 1.8
O -1.0091 1.2919 -1.7905 0.2 0.4 -0.4
H -0.1043 0.5628 -4.1984 0.1 -0.1 0.0
H -1.6406 -0.0157 -4.8285 -0.1 0.1 0.0
H -0.9343 -0.8130 -3.4402 0.0 0.0 0.2
H -2.6889 0.6183 -2.6528 -0.4 0.1 -0.3
H -2.1196 2.0666 -3.4154 0.5 0.3 -0.2
C -2.5650 2.6120 1.3187 -0.2 -1.7 -0.1
O -1.6426 1.9286 0.8474 -0.7 1.0 1.1
N -2.5137 3.1081 2.5905 0.0 0.2 -0.7
N -3.7631 2.7174 0.6908 0.6 0.7 0.7
H -3.2019 3.7694 2.8968 0.0 0.1 0.3
H -1.6744 2.9818 3.1232 0.1 0.3 -0.1
H -4.4499 3.2833 1.1510 -0.5 -0.2 -0.3
H -4.0042 2.0839 -0.0443 0.1 0.2 -0.4
C -3.2292 -0.7929 0.7139 0.7 -0.3 0.7
O -1.9257 -0.8568 0.1250 -1.2 -0.7 -0.4
C -1.8065 -1.8686 -0.8564 0.7 -1.9 0.3
C -0.3077 -2.2094 -1.0064 -0.4 0.8 -1.7
N 0.5411 -0.9934 -0.9872 1.9 -1.3 -0.6
C 1.9721 -1.4141 -0.9957 1.2 -0.2 0.4
C 2.9137 -0.3156 -1.4900 -0.9 0.2 0.6
O 2.5100 0.0249 -2.7933 0.1 -0.2 0.2
C 3.2340 1.0714 -3.3726 0.5 0.3 -1.7
H -3.6131 -1.8056 0.8467 0.0 0.0 0.0
H -3.9661 -0.2191 0.1575 0.2 0.2 -0.2
H -3.0227 -0.3829 1.7019 -0.5 0.3 0.0
H -2.3932 -1.7280 -1.7653 0.4 0.8 -0.1
H -2.1868 -2.8308 -0.4794 -0.4 0.3 0.3
H -0.1513 -2.6731 -1.9861 -0.2 -0.3 0.1
H -0.0086 -2.9597 -0.2834 0.2 0.3 0.4
H 0.5767 -0.6277 -1.9461 -1.1 0.5 0.2
H 2.1496 -2.2643 -1.6649 -0.4 0.0 -0.1
H 2.3715 -1.7558 -0.0370 -0.5 0.1 0.3
H 3.9452 -0.6590 -1.3742 0.1 -0.1 -0.5
H 2.7952 0.5647 -0.8539 0.1 0.1 0.1
H 2.7237 1.3802 -4.2896 -0.4 0.0 0.3
H 4.1925 0.7396 -3.7927 0.2 -0.2 0.6
H 3.3933 1.9709 -2.7760 -0.2 -0.2 0.5
C 1.3665 2.8723 -0.6878 0.4 1.1 0.0
O 0.9900 1.7704 0.1240 1.3 0.4 0.0
C 1.5853 1.8571 1.4192 0.5 -0.2 -0.5
C 1.4762 0.5102 2.1033 -0.7 0.4 0.0
N 0.0381 0.1415 2.1474 1.3 -0.4 0.7
C -0.1626 -0.9830 3.1282 -1.5 1.5 -1.9
C 0.1615 -2.3516 2.6118 0.3 -0.9 1.0
O 1.5485 -2.5968 2.5682 0.2 0.2 -0.3
C 1.8766 -3.9752 2.5693 0.5 -0.1 0.9
H 1.0067 3.7966 -0.2257 -0.1 0.0 0.0
H 0.9907 2.8400 -1.7043 -0.5 -0.7 0.2
H 2.4564 2.9539 -0.7349 0.0 -0.2 0.1
H 1.0737 2.6791 1.9330 0.1 -0.1 0.4
H 2.6477 2.0962 1.3063 -0.1 0.2 0.0
H 1.9210 0.5910 3.1013 0.0 0.0 0.0
H 1.9986 -0.2837 1.5734 0.2 0.2 -0.1
H -0.4155 0.9613 2.5402 -0.3 -0.2 0.0
H -1.2538 -0.9976 3.2234 0.0 -0.1 0.4
H 0.2618 -0.6574 4.0764 0.3 -0.7 0.2
H -0.2575 -2.6519 1.6518 -0.4 0.7 -0.2
H -0.3801 -2.9925 3.3279 0.6 -0.4 0.1
H 1.2278 -4.5973 1.9522 -0.2 0.1 -0.1
H 1.8712 -4.3077 3.6117 -0.4 -0.3 -0.1
H 2.9096 -4.1316 2.2616 0.0 0.4 -0.4
```
Forces are in eV/Å.

Atomic partial charges in e from the Löwdin method, atoms 1 to 6: 0.510, -0.087, -0.399, -0.337, 0.068, 0.075